Version a
A 18-piece molecular cluster, C18H72O18 overall, computed with wB97M-V/def2-TZVPD.

Last column: Löwdin charge in e.
Element x y z (Å)
O  -2.037  -1.202  4.876  -0.13
O  -3.985  -3.252  2.855  -0.10
O  1.704  1.522  -1.378  -0.13
O  3.754  2.818  0.878  -0.06
O  3.907  -0.589  -1.367  -0.11
O  -2.847  0.438  -3.638  -0.08
O  1.359  3.230  2.832  -0.09
O  2.374  -1.494  3.228  -0.12
O  1.002  -3.147  1.429  -0.14
O  -1.216  2.183  -2.307  -0.16
O  -3.404  -0.504  2.581  -0.17
O  -0.312  3.100  0.292  -0.16
O  -0.602  -0.985  1.183  -0.13
O  -2.824  -0.431  -0.398  -0.11
O  -2.325  -3.969  -1.327  -0.08
O  -1.685  1.738  2.353  -0.18
O  1.577  -1.596  -2.032  -0.16
O  0.604  0.447  -3.715  -0.13
C  1.922  -3.498  0.402  -0.13
C  3.534  -1.254  2.428  -0.14
C  4.113  1.652  0.521  -0.28
C  1.476  0.679  -4.768  -0.13
C  -1.257  -3.180  -0.968  -0.17
C  0.151  -0.177  0.377  -0.14
C  2.220  2.583  -2.097  -0.13
C  4.642  -0.264  -2.504  -0.16
C  -2.110  -0.763  -3.574  -0.16
C  -1.833  2.405  3.650  -0.08
C  -4.656  0.082  2.966  -0.09
C  -0.889  4.342  0.309  -0.17
C  -0.733  -1.209  4.308  -0.17
C  -2.796  -3.485  2.193  -0.16
C  -0.978  3.325  -3.115  -0.11
C  1.581  1.840  3.086  -0.14
C  1.593  -2.567  -3.097  -0.08
C  -4.110  -0.755  -0.694  -0.14
H  -2.752  0.198  2.455  0.04
H  -0.327  -0.280  3.970  0.03
H  2.454  0.736  -4.297  0.08
H  -4.767  -0.485  0.110  0.08
H  -2.605  -2.606  1.557  0.07
H  2.348  1.397  2.477  0.04
H  -1.670  -1.174  -4.475  0.08
H  -1.117  2.072  4.385  0.07
H  4.588  3.243  1.101  0.12
H  3.885  -2.286  2.210  0.09
H  -4.329  -0.237  -1.589  0.06
H  -4.528  0.923  3.603  0.07
H  4.582  1.775  -0.414  0.07
H  -2.879  0.471  -0.102  0.09
H  -2.705  -1.119  4.138  0.05
H  -0.575  2.906  -4.048  0.09
H  -0.461  0.221  -0.466  0.10
H  -2.827  -4.347  1.602  0.06
H  1.854  1.757  -0.478  0.04
H  -1.872  3.884  -3.122  0.07
H  -1.529  2.351  1.564  0.08
H  0.436  -2.368  1.207  0.03
H  0.485  0.682  0.935  0.06
H  1.494  -3.643  -0.587  0.04
H  5.657  -0.301  -2.169  0.08
H  4.437  -0.953  -3.344  0.09
H  1.904  -3.543  -2.888  0.07
H  -2.125  -3.742  3.026  0.10
H  -0.063  5.059  0.353  0.09
H  0.836  -0.802  -0.051  0.04
H  1.744  2.597  -3.055  0.06
H  -5.146  0.528  2.088  0.08
H  -0.330  2.727  -0.636  0.07
H  3.294  2.401  -2.214  0.08
H  -1.313  -2.214  -1.443  0.05
H  -2.128  -4.106  -2.246  0.07
H  -1.488  -0.950  0.805  0.04
H  2.437  -4.417  0.722  0.09
H  -1.701  1.563  -2.874  0.04
H  1.153  -0.857  -2.455  0.03
H  0.807  1.034  -3.003  0.01
H  4.195  -0.587  2.970  0.08
H  -2.657  -1.705  -3.337  0.09
H  2.017  3.554  -1.552  0.12
H  -4.132  -1.802  -0.996  0.10
H  -0.610  -1.884  3.418  0.07
H  1.532  -0.082  -5.509  0.08
H  4.814  1.283  1.286  0.11
H  1.293  3.339  1.927  -0.01
H  -1.580  4.546  -0.568  0.10
H  -5.271  -0.688  3.344  0.08
H  -0.426  -3.734  -1.403  0.08
H  3.178  1.005  0.479  0.08
H  0.652  -2.547  -3.610  0.08
H  -2.829  2.233  4.003  0.05
H  -1.189  -3.106  0.117  0.06
H  4.502  0.721  -2.893  0.04
H  2.378  -2.144  -3.676  0.07
H  -4.356  -2.418  2.570  0.03
H  1.315  1.561  -5.341  0.08
H  0.659  1.219  2.921  0.05
H  -1.352  -0.832  -2.844  0.03
H  3.035  -0.818  -1.559  -0.02
H  -1.577  3.497  3.485  0.10
H  1.841  1.646  4.132  0.10
H  -3.780  0.285  -3.719  0.09
H  0.025  -1.533  5.049  0.09
H  -0.202  3.912  -2.603  0.08
H  1.841  -2.049  2.696  0.00
H  2.755  -2.780  0.421  0.06
H  -1.425  4.585  1.252  0.09
H  3.236  -0.817  1.441  0.06

Values from the calculation:
HOMO level (eV): -8.7
E_LUMO (eV): 0.08
Multiplicity: 1

***

Version b
A 18-piece molecular cluster, C18H72O18 overall, computed with wB97M-V/def2-TZVPD.

Last column: Löwdin charge in e.
Element x y z (Å)
O  -27.149  17.644  -20.206  -0.13
O  -31.021  14.591  -16.652  -0.13
O  -27.900  20.955  -15.681  -0.13
O  -22.168  13.739  -15.048  -0.12
O  -25.366  12.073  -15.957  -0.12
O  -29.110  18.018  -10.885  -0.15
O  -27.239  15.790  -15.530  -0.12
O  -24.630  16.454  -15.796  -0.15
O  -32.507  16.691  -9.802  -0.13
O  -25.188  17.632  -18.213  -0.14
O  -23.788  12.342  -18.735  -0.11
O  -20.049  16.104  -17.712  -0.12
O  -30.994  13.367  -14.290  -0.13
O  -29.882  19.361  -15.385  -0.14
O  -30.809  19.282  -12.512  -0.16
O  -27.796  22.344  -20.693  -0.10
O  -30.169  9.551  -15.494  -0.09
O  -26.498  22.380  -13.569  -0.12
C  -30.382  14.338  -13.458  -0.16
C  -24.275  18.677  -18.533  -0.12
C  -21.728  13.120  -13.838  -0.15
C  -26.688  20.518  -16.299  -0.15
C  -31.876  19.912  -11.722  -0.11
C  -27.732  18.072  -11.349  -0.08
C  -25.545  21.650  -12.866  -0.18
C  -24.261  17.554  -14.909  -0.10
C  -30.651  19.294  -16.566  -0.11
C  -28.546  17.307  -20.083  -0.11
C  -25.100  11.784  -14.592  -0.14
C  -32.223  15.743  -10.740  -0.19
C  -27.255  21.534  -19.795  -0.23
C  -24.308  13.653  -18.579  -0.15
C  -21.049  15.112  -17.776  -0.17
C  -29.828  14.647  -17.435  -0.10
C  -29.501  10.557  -16.111  -0.23
C  -27.778  17.064  -15.495  -0.18
H  -27.688  18.391  -12.391  0.08
H  -31.199  16.009  -11.004  0.06
H  -25.311  20.674  -13.292  0.06
H  -25.945  17.632  -18.803  0.03
H  -22.406  12.316  -13.553  0.06
H  -31.794  16.896  -9.192  0.08
H  -25.939  21.564  -11.853  0.07
H  -27.138  21.966  -14.153  0.04
H  -28.597  16.225  -20.203  0.07
H  -30.123  11.087  -16.833  0.08
H  -25.961  20.074  -15.619  0.05
H  -26.280  15.833  -15.507  0.02
H  -31.431  18.554  -16.388  0.09
H  -24.775  17.561  -13.948  0.07
H  -29.173  11.267  -15.352  0.07
H  -32.266  14.824  -10.155  0.09
H  -30.003  19.158  -17.432  0.07
H  -28.707  16.823  -14.978  0.08
H  -29.237  13.792  -17.107  0.10
H  -31.200  13.729  -15.155  0.01
H  -32.137  20.854  -12.205  0.07
H  -23.546  14.403  -18.366  0.05
H  -27.131  18.735  -10.727  0.08
H  -20.687  12.806  -13.917  0.08
H  -29.322  17.390  -10.190  0.08
H  -23.251  12.209  -19.520  0.08
H  -30.690  10.051  -14.861  0.08
H  -20.216  16.806  -18.345  0.07
H  -30.065  14.630  -18.499  0.08
H  -24.707  16.608  -16.741  0.04
H  -21.984  15.589  -17.481  0.06
H  -21.082  14.808  -18.823  0.08
H  -24.421  10.942  -14.462  0.08
H  -24.536  19.665  -18.153  0.07
H  -25.052  13.615  -17.784  0.07
H  -27.345  17.065  -11.200  0.08
H  -30.578  14.227  -12.392  0.05
H  -31.107  20.270  -16.732  0.09
H  -30.426  18.644  -11.906  0.01
H  -31.630  15.214  -17.054  0.09
H  -27.045  19.896  -17.120  0.07
H  -28.053  21.489  -19.054  0.09
H  -28.531  10.303  -16.537  0.08
H  -28.031  23.175  -20.274  0.10
H  -26.962  17.693  -21.146  0.09
H  -22.947  14.259  -14.839  0.06
H  -30.474  19.624  -14.676  0.07
H  -26.904  20.542  -20.079  0.07
H  -32.736  19.250  -11.618  0.08
H  -24.866  13.973  -19.459  0.08
H  -20.863  14.212  -17.190  0.08
H  -26.076  21.287  -16.770  0.08
H  -21.636  13.794  -12.986  0.08
H  -26.369  22.077  -19.467  0.08
H  -26.029  11.776  -14.022  0.08
H  -24.541  12.362  -16.355  0.03
H  -24.270  18.837  -19.611  0.08
H  -32.903  15.725  -11.592  0.10
H  -24.623  22.219  -12.743  0.08
H  -28.496  20.221  -15.517  0.01
H  -29.297  14.237  -13.482  0.08
H  -23.291  18.315  -18.237  0.08
H  -28.011  17.376  -16.513  0.06
H  -23.201  17.552  -14.653  0.08
H  -29.183  17.783  -20.829  0.09
H  -28.950  17.352  -19.072  0.06
H  -27.233  17.829  -14.942  0.07
H  -24.512  12.621  -14.216  0.05
H  -31.396  20.284  -10.817  0.08
H  -24.537  18.522  -15.327  0.05
H  -30.723  15.350  -13.675  0.07
H  -29.302  15.596  -17.330  0.05

Values from the calculation:
HOMO level (eV): -9.6
E_LUMO (eV): 0.13
Multiplicity: 1

***

Computed energies relative to the best structure, in kJ/mol: version a 27.6; version b 0.0

***

Version a
A 2-piece molecular cluster, C5H7OP overall, computed with wB97M-V/def2-TZVPD.

Last column: Löwdin charge in e.
Element x y z (Å)
P  -1.649  1.038  -0.790  0.94
O  -2.506  0.003  -1.336  -0.48
C  -0.865  -0.584  1.643  -0.10
C  0.435  -0.256  0.836  -0.27
C  1.185  0.697  -1.347  -0.25
C  2.139  0.952  -2.038  0.11
C  0.118  0.039  -0.630  -0.48
H  -1.043  -1.605  1.559  0.07
H  1.191  -0.960  1.187  0.11
H  -1.605  -0.105  1.195  -0.06
H  2.737  1.582  -2.632  0.02
H  -0.833  -0.256  2.650  0.07
H  0.793  0.697  1.148  0.09
H  -0.098  -1.242  -1.445  0.24

Values from the calculation:
HOMO level (eV): -9.1
E_LUMO (eV): -0.89
Multiplicity: 1

***

Version b
One molecule with the formula C5H7OP, computed with wB97M-V/def2-TZVPD.

Last column: Löwdin charge in e.
Element x y z (Å)
P  2.133  -2.836  -1.920  0.74
O  0.745  -1.968  -1.941  -0.63
C  -0.948  0.405  -0.625  -0.08
C  -0.101  -2.013  -0.850  -0.25
C  0.124  1.242  0.159  -0.23
C  -0.095  1.136  1.686  -0.11
C  -0.627  -0.837  -0.677  -0.04
H  -1.121  1.182  1.898  0.05
H  0.208  2.103  2.082  0.06
H  0.587  0.421  2.188  0.09
H  1.199  1.082  -0.006  0.11
H  -0.201  -2.979  -0.483  0.07
H  -1.817  0.802  -1.258  0.14
H  -0.085  2.260  -0.252  0.10

Values from the calculation:
HOMO level (alpha / beta) (eV): -7.7 / -7.8
E_LUMO (alpha / beta) (eV): -0.74 / -0.77
Multiplicity: 1

***

Computed energies relative to the best structure, in kJ/mol: version a 0.0; version b 43.9

***

Version a
C8H15N as an isolated structure, computed with wB97M-V/def2-TZVPD.

Last column: Löwdin charge in e.
Element x y z (Å)
N  -0.009  -0.225  -0.755  -0.08
C  0.653  -1.572  -0.638  -0.14
C  0.092  0.506  1.462  -0.12
C  -2.179  0.615  -0.854  -0.08
C  1.515  1.706  -0.467  -0.05
C  -1.195  -0.384  1.310  -0.09
C  0.961  0.366  0.193  -0.56
C  -1.375  -0.423  -0.321  -0.40
C  1.781  -0.832  0.111  -0.13
H  -0.246  1.546  1.317  0.08
H  -3.383  0.394  -0.615  0.15
H  0.399  0.096  2.432  0.12
H  2.353  -1.546  0.911  0.16
H  2.528  -0.498  -0.666  0.11
H  0.558  2.612  -0.160  0.14
H  -1.129  -1.313  1.742  0.06
H  1.360  1.675  -1.783  0.16
H  0.049  -2.267  -0.194  0.06
H  -1.952  1.604  -0.374  0.10
H  0.971  -2.013  -1.605  0.12
H  -2.094  0.614  -1.873  0.04
H  -1.514  -1.581  -0.479  0.16
H  -1.861  0.349  1.829  0.11
H  2.501  2.011  0.026  0.07

Values from the calculation:
HOMO level (eV): -8.5
E_LUMO (eV): 1.03
Multiplicity: 1

***

Version b
One molecule with the formula C8H15N, computed with wB97M-V/def2-TZVPD.

Last column: Löwdin charge in e.
Element x y z (Å)
N  1.991  0.155  1.345  0.10
C  0.287  -2.362  1.303  -0.07
C  -2.105  0.924  -1.380  -0.12
C  -1.552  -0.337  -0.803  -0.15
C  -1.500  -0.641  0.627  -0.20
C  1.567  2.070  -0.852  -0.11
C  0.949  -0.052  0.418  -0.35
C  -0.044  -1.009  0.745  -0.23
C  0.902  0.735  -0.715  -0.13
H  -1.650  1.191  -2.338  0.07
H  0.918  2.756  -1.408  0.07
H  2.509  2.022  -1.416  0.07
H  -1.437  -1.184  -1.469  0.11
H  0.529  0.282  -1.617  0.08
H  -0.168  -2.524  2.291  0.08
H  2.931  0.178  0.980  0.09
H  1.917  -0.327  2.226  0.08
H  -1.778  0.204  1.263  0.13
H  -1.982  1.769  -0.703  0.08
H  -3.186  0.804  -1.567  0.08
H  -0.114  -3.152  0.655  0.08
H  -2.128  -1.492  0.917  0.12
H  1.362  -2.527  1.378  0.07
H  1.782  2.516  0.121  0.07

Values from the calculation:
HOMO level (alpha / beta) (eV): -6.8 / -7.0
E_LUMO (alpha / beta) (eV): 1.01 / 0.58
Multiplicity: 1

***

Computed energies relative to the best structure, in kJ/mol: version a 164.9; version b 0.0

***

Version a
C2H14O5 as an isolated structure, computed with wB97M-V/def2-TZVPD.

Last column: Löwdin charge in e.
Element x y z (Å)
O  0.765  -0.745  -0.510  0.08
O  -0.867  -1.651  1.262  -0.03
O  0.163  1.995  0.385  -0.08
O  2.223  -1.479  -3.226  -0.03
O  0.933  0.995  -1.407  -0.06
C  -1.531  1.072  1.853  -0.10
C  -0.893  1.011  0.531  -0.31
H  0.666  0.249  -0.869  -0.27
H  -1.945  2.054  2.083  0.08
H  1.554  -1.280  -0.596  0.13
H  -1.507  -1.193  1.806  0.04
H  -0.578  -0.018  0.356  0.05
H  3.066  -1.153  -2.909  0.04
H  -0.837  -2.538  1.621  0.08
H  -2.336  0.356  2.018  0.07
H  -0.929  1.027  2.761  0.09
H  -1.579  1.265  -0.276  0.13
H  1.585  -1.146  -2.595  -0.01
H  0.912  0.664  -2.304  0.07
H  0.860  1.669  -0.189  -0.02
H  0.275  -1.154  0.203  0.04

Values from the calculation:
HOMO level (eV): -8.9
E_LUMO (eV): 0.01
Multiplicity: 1

***

Version b
A 5-piece molecular cluster, C2H14O5 overall, computed with wB97M-V/def2-TZVPD.

Last column: Löwdin charge in e.
Element x y z (Å)
O  3.714  6.543  5.703  -0.11
O  7.175  6.449  7.155  -0.05
O  4.904  6.886  8.678  -0.10
O  3.852  3.851  4.327  -0.09
O  5.553  4.048  6.865  -0.07
C  4.770  7.094  4.913  -0.35
C  4.348  7.271  3.512  -0.08
H  6.716  5.630  6.971  -0.01
H  3.766  6.446  3.119  0.06
H  5.089  8.040  5.388  0.13
H  3.713  8.221  3.452  0.11
H  5.543  3.217  7.409  0.09
H  5.594  6.408  5.041  0.08
H  3.832  4.076  3.352  0.07
H  4.002  6.521  6.657  0.08
H  4.695  5.953  8.482  0.02
H  3.557  4.668  4.778  0.01
H  7.272  6.870  6.298  0.05
H  5.260  7.432  2.914  0.09
H  4.919  3.851  6.134  0.03
H  5.813  6.986  8.223  0.04

Values from the calculation:
HOMO level (eV): -10.6
SMILES: CCO.O.O.O.O
E_LUMO (eV): 0.44
Multiplicity: 1

***

Computed energies relative to the best structure, in kJ/mol: version a 461.6; version b 0.0